P:
Formula: C6H8
Source: the Open Molecules 2025 dataset
Level of theory: ωB97M-V with the def2-TZVPD basis set

The LUMO energy comes out at 1.1 eV. Its total charge is 0. The SMILES is C=CC(=C)C=C.

XYZ file:
```
14
Properties=species:S:1:pos:R:3:mulliken_charge:R:1
C -1.304 1.158 -1.125 -0.790
C -1.004 0.957 0.151 -0.233
C -0.116 -0.126 0.597 0.738
C 0.049 -0.381 1.886 -0.966
C 0.581 -0.962 -0.431 -0.536
C 1.746 -0.669 -0.969 -0.501
H -1.899 1.945 -1.573 0.273
H -1.024 0.453 -1.902 0.267
H -1.373 1.669 0.873 0.293
H 0.622 -1.172 2.341 0.314
H -0.541 0.100 2.665 0.273
H 0.130 -1.957 -0.507 0.329
H 2.444 -1.271 -1.554 0.288
H 2.275 0.250 -0.745 0.250
```



Q:
Formula: C6H8
Source: the Open Molecules 2025 dataset
Level of theory: ωB97M-V with the def2-TZVPD basis set

The LUMO energy comes out at 0.3 eV. Its total charge is 0.

XYZ file:
```
14
Properties=species:S:1:pos:R:3:mulliken_charge:R:1
C 0.168 -0.618 1.268 -0.480
C 1.031 -0.333 0.065 -0.316
C 0.100 -0.031 -1.080 -0.313
C -1.305 -0.138 -0.544 -0.481
C -1.108 0.160 0.943 -0.629
C 0.687 1.102 -0.267 -0.408
H 0.648 -0.309 2.204 0.292
H -0.179 -1.657 1.392 0.363
H 2.021 -0.754 -0.115 0.371
H 0.398 -0.227 -2.110 0.371
H -1.992 0.553 -1.046 0.292
H -1.764 -1.140 -0.555 0.363
H -0.066 1.525 0.457 0.243
H 1.361 1.868 -0.614 0.334
```



Which is the most stable structure? P is the most stable.



P:
Formula: C6H8
Source: the Open Molecules 2025 dataset
Level of theory: ωB97M-V with the def2-TZVPD basis set

The LUMO energy comes out at 0.9 eV. Its total charge is 0. The SMILES is CC1=C=C1.C=C.

XYZ file:
```
14
Properties=species:S:1:pos:R:3:mulliken_charge:R:1
C -2.141 -1.141 -1.043 -0.833
C -1.116 -0.114 -0.585 0.685
C -0.021 0.841 -0.845 -0.874
C -0.868 0.766 0.382 -0.172
H -2.388 -1.074 -2.132 0.275
H -3.125 -1.104 -0.435 0.263
H -1.687 -2.061 -0.761 0.266
H -0.940 1.008 1.421 0.388
C 2.187 0.631 0.975 -0.341
C 2.503 -0.043 -0.116 -0.535
H 2.516 1.636 1.329 0.204
H 1.388 0.301 1.605 0.221
H 3.394 0.381 -0.690 0.157
H 2.212 -0.943 -0.591 0.295
```



Q:
Formula: C6H8
Source: the Open Molecules 2025 dataset
Level of theory: ωB97M-V with the def2-TZVPD basis set

The LUMO energy comes out at 1.1 eV. Its total charge is 0. The SMILES is C=C=C(C)C=C.

XYZ file:
```
14
Properties=species:S:1:pos:R:3:mulliken_charge:R:1
C 2.348 1.356 -0.052 -0.806
C 1.249 0.721 -0.097 0.112
C 0.113 0.039 -0.037 0.790
C -0.189 -0.918 -1.196 -1.460
C -0.815 0.069 1.141 -0.262
C -2.078 -0.375 1.054 -0.815
H 2.457 2.424 -0.452 0.210
H 3.293 0.869 0.239 0.237
H -1.108 -0.807 -1.744 0.419
H 0.010 -1.895 -0.941 0.347
H 0.513 -0.655 -1.941 0.411
H -0.535 0.595 2.092 0.275
H -2.437 -0.888 0.176 0.220
H -2.821 -0.533 1.759 0.322
```



R:
Formula: C6H8
Source: the Open Molecules 2025 dataset
Level of theory: ωB97M-V with the def2-TZVPD basis set

The LUMO energy comes out at 1.1 eV. Its total charge is 0. The SMILES is C=C1CC=C1C.

XYZ file:
```
14
Properties=species:S:1:pos:R:3:mulliken_charge:R:1
C -0.353 1.797 -0.145 -0.861
C -0.654 0.501 -0.225 0.258
C -1.730 -0.575 -0.025 -0.374
C -0.437 -1.492 0.289 -0.644
C 0.366 -0.498 -0.049 0.605
C 1.866 -0.224 -0.061 -1.429
H -1.111 2.661 -0.032 0.221
H 0.641 2.306 -0.161 0.227
H -2.324 -0.988 -0.797 0.232
H -2.416 -0.478 0.824 0.234
H -0.174 -2.485 0.529 0.441
H 1.988 0.294 -0.965 0.362
H 2.285 -1.176 -0.015 0.405
H 2.052 0.357 0.832 0.322
```



Which is the most stable structure? Q is the most stable.



P:
Formula: C6H8
Source: the Open Molecules 2025 dataset
Level of theory: ωB97M-V with the def2-TZVPD basis set

The LUMO energy (alpha / beta) comes out at 0.5 / 0.6 eV. Its total charge is 0.

XYZ file:
```
14
Properties=species:S:1:pos:R:3:mulliken_charge:R:1
C -0.441 1.086 -1.027 -0.775
C -0.035 0.698 0.160 0.629
C -0.339 -1.295 -1.029 -0.001
C -0.804 -2.332 -1.628 -0.685
C 0.344 -0.776 0.153 -0.321
C 0.195 1.750 1.203 -1.081
H -0.885 1.973 -1.551 0.295
H -1.054 -3.240 -1.176 0.332
H -1.482 -2.101 -2.532 0.207
H 1.394 -0.770 0.384 0.317
H -0.158 -1.330 0.971 0.219
H 1.242 2.259 0.937 0.233
H 0.235 1.235 2.243 0.260
H -0.618 2.471 1.153 0.371
```



Q:
Formula: C6H8
Source: the Open Molecules 2025 dataset
Level of theory: ωB97M-V with the def2-TZVPD basis set

The LUMO energy (alpha / beta) comes out at 0.4 / 0.5 eV. Its total charge is 0.

XYZ file:
```
14
Properties=species:S:1:pos:R:3:mulliken_charge:R:1
C -1.617 0.880 -0.219 -1.017
C -0.370 0.322 -0.695 0.420
C 0.927 0.801 0.047 -0.671
C 1.561 -0.497 0.437 -0.406
C 0.573 -1.390 0.654 -0.473
C -0.686 -0.934 0.028 -0.497
H -1.771 1.284 0.769 0.310
H -2.357 1.197 -0.966 0.287
H -0.265 0.240 -1.779 0.360
H 0.585 1.309 0.960 0.212
H 1.537 1.506 -0.521 0.354
H 2.632 -0.673 0.441 0.392
H 0.728 -2.403 1.025 0.352
H -1.476 -1.641 -0.181 0.378
```



Which is the most stable structure? Q is the most stable.



P:
Formula: C6H8
Source: the Open Molecules 2025 dataset
Level of theory: ωB97M-V with the def2-TZVPD basis set

The LUMO energy comes out at 0.7 eV. Its total charge is 0.

XYZ file:
```
14
Properties=species:S:1:pos:R:3:mulliken_charge:R:1
C 0.185 1.020 1.421 -0.599
C 0.935 0.156 0.340 -0.294
C 0.645 -1.017 -0.495 -0.555
C -0.769 -1.262 -0.503 -0.211
C -1.367 -0.101 -0.125 -0.716
C -0.325 0.890 0.046 0.228
H -0.410 0.623 2.244 0.262
H 0.845 1.837 1.705 0.244
H 1.848 0.675 0.067 0.219
H 1.386 -1.768 -0.755 0.374
H 0.574 0.056 -1.715 0.127
H -1.243 -2.176 -0.846 0.407
H -2.429 0.100 -0.030 0.425
H 0.124 0.966 -1.353 0.091
```



Q:
Formula: C6H8
Source: the Open Molecules 2025 dataset
Level of theory: ωB97M-V with the def2-TZVPD basis set

The LUMO energy comes out at 1.1 eV. Its total charge is 0. The SMILES is C#CC1CCC1.

XYZ file:
```
14
Properties=species:S:1:pos:R:3:mulliken_charge:R:1
C 2.894 -0.216 -0.326 0.166
C 1.726 -0.286 -0.035 -0.989
C 0.390 -0.165 0.542 0.201
C -0.406 1.099 0.091 -0.592
C -1.535 0.203 -0.467 -0.526
C -0.828 -1.040 0.119 -0.578
H 3.909 -0.124 -0.642 0.415
H 0.558 -0.238 1.620 0.283
H -0.699 1.734 0.931 0.231
H 0.105 1.717 -0.651 0.324
H -2.537 0.406 -0.078 0.270
H -1.589 0.203 -1.559 0.249
H -0.655 -1.878 -0.559 0.313
H -1.331 -1.416 1.014 0.233
```



Which is the most stable structure? Q is the most stable.